*w*
Below is a 3-piece molecular cluster, C4H16N2O2 overall, with properties calculated with the ωB97M-V functional and the def2-TZVPD basis.

Each line ends with the Löwdin charge.
Atoms and positions in Å:
C  0.06134  0.44611  -2.43482  -0.0897
C  -0.75315  0.96115  -1.27000  -0.1817
C  -1.44122  -0.04221  -0.41705  -0.0827
C  -1.79844  0.25011  0.81633  -0.0881
N  -2.64072  -0.62700  1.68274  0.2311
N  1.45070  0.01451  -1.89509  0.2023
H  -0.32119  -0.41085  -2.97064  0.1369
H  0.24385  1.25656  -3.12027  0.1352
H  -0.34730  1.87144  -0.82211  0.1504
H  -1.56712  1.49530  -1.78372  0.1495
H  -1.47744  -1.05971  -0.80039  0.1443
H  -1.53874  1.17827  1.30374  0.1441
H  -2.63038  -0.23551  2.62979  0.1832
H  -3.63551  -0.55791  1.43740  0.1878
H  -2.32173  -1.59426  1.63665  0.1779
H  2.16655  0.71665  -2.07244  0.1729
H  1.35671  -0.06284  -0.85978  0.1076
H  1.77836  -0.86410  -2.28897  0.1697
H  3.34883  -1.16621  2.57569  0.0791
H  3.53321  0.32151  2.98626  0.0922
O  3.26860  -0.25853  2.25482  -0.0298
H  0.49474  -1.09774  1.08569  0.0584
H  1.83661  -0.28372  1.37225  0.0230
O  0.93344  -0.25099  0.95392  -0.0735

Calculated values
- gap between HOMO and LUMO (eV) = 11.4
- E_LUMO (eV) = -6.504
- charge = +2
- HOMO (Ha) = -0.6566


*x*
Below is a 3-piece molecular cluster, C4H16N2O2 overall, with properties calculated with the ωB97M-V functional and the def2-TZVPD basis.

Each line ends with the Löwdin charge.
Atoms and positions in Å:
C  1.26028  0.09687  -0.58685  -0.1287
C  -0.03155  -0.38495  0.07348  -0.1446
C  -0.96746  0.80110  0.22338  -0.1329
C  -3.09630  0.40745  1.28730  0.2181
N  -2.42830  0.48435  0.20403  0.0863
N  2.34945  -1.02610  -0.58554  0.2078
H  1.19284  0.52851  -1.57356  0.1400
H  1.76436  0.90486  -0.03355  0.1228
H  -0.32004  -1.23217  -0.54427  0.0963
H  0.30134  -0.85846  1.00037  0.1342
H  -0.73285  1.31426  1.15180  0.0839
H  -0.71975  1.60021  -0.45625  0.1394
H  -2.57402  0.53021  2.22956  0.1381
H  -4.18279  0.33038  1.22947  0.1425
H  -2.92743  0.36897  -0.67369  0.1870
H  2.13372  -1.66170  -1.37349  0.1288
H  2.39054  -1.47025  0.32818  0.1701
H  3.14523  -0.42057  -0.77501  0.1681
H  0.66081  -3.61565  -1.69277  0.0819
H  0.07014  -2.55041  -2.70354  0.0699
O  0.60718  -2.69524  -1.93912  -0.0150
H  1.35415  3.13305  1.44661  0.0806
H  0.08962  2.94598  2.19967  0.0885
O  0.66080  2.46931  1.56380  -0.0632

Calculated values
- gap between HOMO and LUMO (eV) = 10.7
- E_LUMO (eV) = -7.832
- charge = +2
- HOMO (Ha) = -0.6828


The least stable of them is *x*.


*w*
Below is a 2-piece molecular cluster, C5H11N2O overall, with properties calculated with the ωB97M-V functional and the def2-TZVPD basis.

Each line ends with the Löwdin charge.
Atoms and positions in Å:
C  -0.19453  2.59603  -0.27025  -0.5398
O  0.62886  3.08512  -1.25115  -0.3620
C  0.39979  1.19714  0.12674  -0.2303
C  -0.45610  0.04988  0.68638  -0.1392
C  0.38491  -1.17001  1.13377  -0.3108
N  -1.39274  -1.72629  -1.01449  0.1507
C  -1.09039  -2.52575  -0.10441  -0.4577
N  -0.18619  -2.43909  0.94323  -0.0500
H  -1.24806  2.38263  -0.57019  0.0717
H  -0.23780  3.27087  0.70649  0.0937
H  0.58084  0.77247  -0.88110  0.0572
H  1.23525  1.55458  0.76672  0.1232
H  -0.94622  -0.63399  -0.19926  0.0612
H  -1.07356  0.38673  1.52751  0.1158
H  1.26274  -1.02102  0.39037  0.1191
H  0.47732  -0.96624  2.24218  0.1245
H  1.92308  -0.81365  -1.90630  0.0290
H  1.45235  -0.49150  -2.39684  0.0410
H  -1.51954  -3.50789  0.07059  0.1026

Calculated values
- gap between HOMO and LUMO (eV) = 4.0
- E_LUMO (eV) = 1.125
- charge = -1
- HOMO (Ha) = -0.1074


*x*
Below is C5H11N2O as an isolated structure, with properties calculated with the ωB97M-V functional and the def2-TZVPD basis.

Each line ends with the Löwdin charge.
Atoms and positions in Å:
C  1.08033  -1.22444  -0.03242  -0.2318
O  0.66924  -1.59101  1.27046  -0.1283
C  1.09170  0.32504  -0.27840  -0.3753
C  -0.30750  0.96618  0.10135  -0.1657
C  -1.50639  0.05615  0.06503  -0.6160
C  -2.10961  -0.14776  -1.15654  -0.0838
N  -1.91235  -0.41707  1.25705  -0.0477
N  2.05183  1.58139  0.10044  0.0001
H  1.98573  -1.78720  -0.27590  0.1095
H  0.26589  -1.46335  -0.70023  0.0921
H  1.11551  0.32220  -1.37898  0.1236
H  -0.42423  1.85190  -0.55276  0.1084
H  -0.12413  1.33003  1.09639  0.0870
H  -2.87087  -0.92170  -1.37635  0.0114
H  -1.84377  0.53908  -1.97454  0.0053
H  -0.32312  -1.47294  1.36243  0.0476
H  -1.52843  0.07586  2.05742  -0.0135
H  2.92912  1.28835  -0.33501  0.0129
H  1.76104  0.68931  0.75057  0.0642

Calculated values
- gap between HOMO and LUMO (eV) = 6.1
- E_LUMO (eV) = 3.896
- charge = -1
- HOMO (Ha) = -0.0822


*y*
Below is an isolated ion of composition C5H11N2O and charge -1, with properties calculated with the ωB97M-V functional and the def2-TZVPD basis.

Each line ends with the Löwdin charge.
Atoms and positions in Å:
C  1.49345  0.34968  1.43093  -0.5624
O  2.41424  0.91853  2.23309  -0.3828
C  0.51044  1.39028  0.81428  -0.2197
C  0.04486  1.15129  -0.61164  -0.1946
C  -0.51690  -0.23222  -0.88726  -0.3715
C  -1.79529  -0.51372  -0.65345  -0.1974
N  -2.50011  -1.72594  -0.90721  0.0088
N  0.38513  -1.12751  -1.51248  0.0797
H  0.88019  -0.41990  1.97311  0.0771
H  1.94970  -0.21372  0.57668  0.0604
H  1.12527  2.29687  0.83947  0.0893
H  -0.30861  1.59087  1.51369  0.0928
H  0.88760  1.29570  -1.29346  0.1052
H  -0.68953  1.90451  -0.91550  0.0966
H  -2.38328  0.28505  -0.22822  0.1004
H  -3.30394  -1.82708  -0.30598  0.0535
H  -1.91481  -2.54525  -0.80953  0.0495
H  1.31742  -0.94571  -1.15782  0.0555
H  0.14168  -2.09123  -1.31655  0.0595

Calculated values
- structure (SMILES) = N/C=C(\N)CCC[O-]
- gap between HOMO and LUMO (eV) = 5.8
- E_LUMO (eV) = 3.586
- charge = -1
- HOMO (Ha) = -0.0809


*z*
Below is a 2-piece molecular cluster, C5H11N2O overall, with properties calculated with the ωB97M-V functional and the def2-TZVPD basis.

Each line ends with the Löwdin charge.
Atoms and positions in Å:
C  -0.60460  -1.51637  -1.66658  -0.5078
O  -1.45659  -2.18267  -2.38196  -0.2595
C  -1.28732  -0.18836  -0.99952  -0.2109
C  -0.38349  0.75080  -0.46090  -0.1140
C  0.28331  0.62848  0.79921  -0.3805
C  1.39436  1.36142  1.00594  -0.1612
N  2.16266  1.33047  2.21712  -0.0083
N  -0.23609  -0.17228  1.79677  0.1049
H  -0.15576  -2.04933  -0.77186  0.0864
H  0.29930  -1.13808  -2.17000  0.0720
H  -1.97036  0.24644  -1.73558  0.1052
H  -1.90431  -0.60146  -0.19893  0.0914
H  0.69167  1.67591  -2.33490  -0.0304
H  0.25018  1.42305  -1.30195  -0.1236
H  1.76565  1.99772  0.21930  0.0832
H  2.44817  0.41451  2.53657  0.0547
H  1.65448  1.79186  2.95982  0.0590
H  -1.05268  -0.71501  1.59179  0.0740
H  0.34617  -0.36487  2.58932  0.0655

Calculated values
- gap between HOMO and LUMO (eV) = 5.5
- E_LUMO (eV) = 2.838
- charge = -1
- HOMO (Ha) = -0.0981


The least stable of them is *w*.


*w*
Below is C5H10NO2 as an isolated structure, with properties calculated with the ωB97M-V functional and the def2-TZVPD basis.

Each line ends with the Löwdin charge.
Atoms and positions in Å:
C  1.91772  0.57343  0.59894  -0.3365
C  0.89415  1.60912  0.99648  -0.1756
C  1.90407  -0.69660  1.46237  -0.1329
N  -1.48534  1.42230  -0.75881  -0.0938
C  -1.88533  0.12090  -1.07912  -0.1680
C  -0.95751  -0.99287  -0.93287  -0.6794
O  -1.28697  -0.97247  0.30294  0.0023
O  -0.07355  -1.66387  -1.44100  0.0055
H  1.77746  0.36147  -0.46274  0.0905
H  2.93181  1.02057  0.71700  0.0879
H  0.77072  1.85612  2.07548  0.0606
H  -0.19553  1.37141  0.66491  0.0408
H  1.11178  2.55551  0.47672  0.0547
H  0.93729  -1.20424  1.40076  0.0499
H  2.12489  -0.39318  2.50491  0.0648
H  2.62959  -1.44529  1.13413  0.0556
H  -2.94328  -0.03994  -0.85219  0.0897
H  -1.49181  2.01017  -1.59151  -0.0162

Calculated values
- gap between HOMO and LUMO (eV) = 7.4
- E_LUMO (eV) = 4.277
- charge = -1
- HOMO (Ha) = -0.1141


*x*
Below is an isolated ion of composition C5H10NO2 and charge -1, with properties calculated with the ωB97M-V functional and the def2-TZVPD basis.

Each line ends with the Löwdin charge.
Atoms and positions in Å:
C  0.07757  1.54996  1.73622  -0.4154
N  -0.09960  1.17253  0.48228  0.0164
C  1.06525  -1.23606  -2.19524  -0.1199
C  0.68735  0.14123  -1.56028  -0.2174
C  0.23901  -0.23166  -0.05044  -0.2208
C  -1.07376  -1.27550  0.12584  -0.4923
O  -0.84001  -2.47248  -0.32998  -0.3322
O  -0.16547  2.66952  2.27857  -0.1094
H  0.46160  0.57627  2.39035  0.1650
H  -0.24147  1.95218  -0.28222  0.1799
H  2.02347  -1.67779  -1.78408  0.0872
H  0.24059  -1.87195  -1.88447  0.0305
H  1.04188  -0.98504  -3.22399  0.0329
H  -0.05396  0.60923  -2.19557  0.0863
H  1.49483  0.83686  -1.58124  0.0689
H  0.96548  -0.78030  0.49010  0.1001
H  -1.27521  -1.39280  1.17171  0.0624
H  -1.88871  -0.73848  -0.40180  0.0779

Calculated values
- structure (SMILES) = CC[C@H](C[O-])NC=O
- gap between HOMO and LUMO (eV) = 6.7
- E_LUMO (eV) = 3.820
- charge = -1
- HOMO (Ha) = -0.1045


The least stable of them is *w*.